(1)
ORCA calculation (the ωB97M-V functional and the def2-TZVPD basis) on a 2-piece molecular cluster, C5H3Br overall.

```
9
Properties=species:S:1:pos:R:3:forces:R:3
C 1.7311 -1.5399 -0.2128 0.0082 0.5353 1.2062
C 2.2218 -2.6792 0.1577 -0.4988 1.0839 -0.5752
C -1.3147 1.0676 -0.0033 -1.1710 2.3796 -2.5282
C -1.0861 -0.2028 0.1016 4.6764 2.1823 0.2236
C 1.1748 -0.3479 0.0446 -2.9178 -1.8028 -0.4389
Br 1.9820 1.3078 0.1082 -0.0585 -0.2643 0.0047
H -2.3531 1.4215 -0.3242 1.0005 -0.6382 1.1658
H -0.5962 1.9030 -0.2604 -0.4221 -1.3356 0.7079
H -1.7596 -0.9301 0.3886 -0.6170 -2.1402 0.2342
```
Forces are in eV/Å.

Output
E_LUMO (eV): -1.4416
Net charge: 0
Energy relative to the best compared isomer or geometry (same formula, charge and spin) (kcal per mole): 113.90
Highest occupied orbital energy (eV): -9.31
Electronic energy (a.u.): -2766.01574

Mulliken population analysis, charges in e, atoms 1 to 5: C 0.11; C -0.34; C -0.41; C -0.15; C 0.07

=====

(2)
ORCA calculation (the ωB97M-V functional and the def2-TZVPD basis) on a 11-piece molecular cluster, C22H66O22 overall.

```
110
Properties=species:S:1:pos:R:3:forces:R:3
C 4.6412 0.4902 -0.8783 0.9579 0.8891 -0.2900
C 5.8469 -0.1293 -1.6659 -1.3078 -2.0637 -0.1105
O 6.4020 0.6932 -2.6357 0.2773 2.2692 -0.6248
O 3.8968 -0.4174 -0.1150 1.0590 -1.0818 -0.1189
H 3.9895 0.9741 -1.6058 -0.0126 0.0062 -0.4766
H 4.9776 1.3006 -0.2315 0.4028 0.2010 0.0926
H 5.4149 -0.9260 -2.2716 -0.4425 -0.7101 0.5567
H 6.6681 -0.5886 -1.1157 -0.3738 0.1625 0.9120
H 7.2201 0.3097 -2.9602 -0.0988 -0.0268 0.1252
H 3.0509 -0.0095 0.0844 -0.3944 0.2331 -0.0925
C -3.8179 -3.6877 -0.4751 1.6316 0.2502 -0.8825
C -2.3115 -4.1454 -0.5934 0.0601 0.3383 0.1645
O -1.6547 -3.8819 -1.8581 -2.2184 0.4848 0.7305
O -4.6481 -4.2778 -1.4316 -0.3474 -0.2634 -0.2154
H -3.8641 -2.6074 -0.6127 0.1724 0.1812 -0.4247
H -4.2290 -3.7812 0.5301 0.3410 -0.7188 0.3706
H -2.1374 -5.1909 -0.3391 -0.5949 -0.3849 -0.0766
H -1.8324 -3.6337 0.2414 0.4313 0.4562 0.0470
H -0.7505 -4.2044 -1.8540 0.4095 -0.3339 0.3823
H -4.2645 -5.1309 -1.6476 -0.0980 -0.0961 -0.1334
C 2.0386 1.3302 5.0576 1.3589 -1.2300 0.1500
C 1.9574 0.4085 3.7768 -0.2230 1.6426 1.4779
O 0.5933 0.0925 3.6457 -0.1166 -0.5774 -0.3792
O 1.3899 2.5749 5.0162 -0.7138 1.1299 -0.8818
H 3.0739 1.5776 5.2923 0.2549 -0.6543 0.0808
H 1.5508 0.8470 5.9042 0.3937 -0.7668 -0.1275
H 2.5529 -0.4935 3.9177 -0.1107 0.0446 0.1509
H 2.2945 0.9238 2.8774 0.2968 0.1252 -0.0285
H 0.1924 0.9470 3.4705 -0.8831 0.0073 -0.3196
H 2.0209 3.2365 5.3090 -0.0603 0.0806 -0.1790
C -0.0607 5.1641 2.7176 -0.9139 -1.2161 -0.3935
C -0.2551 3.7568 2.1958 0.8852 0.0506 -2.5412
O -0.5941 2.7929 3.1207 -0.8317 -0.2766 1.1135
O 1.0127 5.1699 3.6264 -0.1219 0.5052 0.2002
H -1.0441 5.3489 3.1498 0.0545 0.8356 0.5814
H 0.1053 5.8548 1.8909 0.2476 0.0059 0.1762
H 0.6696 3.3985 1.7433 0.4505 0.3371 -0.4427
H -0.9923 3.7363 1.3932 -0.3125 0.1319 0.0591
H 0.1337 2.8444 3.7447 0.2619 -0.3720 0.9061
H 0.7053 4.6267 4.3558 0.1458 0.1094 0.3215
C 0.2310 3.9783 -1.6156 -0.5482 0.4404 -0.7129
C -0.6018 3.7190 -2.8850 -0.3776 0.6743 0.0645
O -0.0101 4.4066 -3.9907 0.7950 -0.1158 0.4331
O 1.4797 3.3582 -1.6613 0.8342 -1.1447 -0.0587
H -0.2813 3.5975 -0.7320 -0.1079 0.0187 -0.1023
H 0.4746 5.0333 -1.4901 -0.8107 0.3705 -0.0244
H -1.6114 4.1128 -2.7678 -0.1591 -0.0046 0.3905
H -0.7112 2.6515 -3.0762 0.2443 -0.1795 0.0778
H -0.5416 4.3484 -4.7881 -0.1868 -0.1988 0.1389
H 1.8922 3.6328 -2.4836 0.2786 -0.0114 -0.1206
C 0.9818 -3.5320 3.6979 0.0893 0.1928 -0.5481
C 1.1585 -4.6171 4.7320 -1.2293 -0.1955 1.0104
O 1.3911 -4.1575 6.0755 0.8663 0.2687 -0.5218
O -0.1515 -2.6624 3.8709 0.7381 -0.8234 0.4631
H 0.9103 -3.9511 2.6943 -0.1111 -0.5240 -0.0103
H 1.9363 -3.0067 3.6660 -0.0155 0.5981 0.2075
H 1.9724 -5.2728 4.4229 0.1658 0.1839 0.1965
H 0.2737 -5.2392 4.8674 -0.2652 -0.1866 -0.8072
H 0.6749 -3.5643 6.3137 -0.1754 0.0615 -0.1209
H 0.1870 -1.7653 3.8220 -0.2322 0.4790 0.0309
C -4.2033 1.9701 -0.9761 -0.3762 -0.0221 -0.8176
C -4.5686 0.5206 -1.3249 1.5487 -0.1268 -1.2965
O -4.4740 0.2869 -2.7731 -0.9131 0.7003 0.7090
O -2.8204 2.2143 -0.7731 0.5495 -0.6587 0.4018
H -4.8202 2.3048 -0.1421 0.1467 0.0247 0.2748
H -4.4623 2.5598 -1.8554 -0.6047 0.0036 -0.0918
H -5.5742 0.3509 -0.9402 -0.0748 -0.2532 -0.5169
H -3.8878 -0.2423 -0.9470 -0.1104 0.3721 0.9874
H -3.6499 -0.1542 -2.9918 0.0102 -0.0832 0.3178
H -2.7009 3.1425 -0.5588 -0.1354 0.0459 0.0130
C 1.3698 0.9906 -5.0160 -0.6966 0.8663 1.0697
C 0.0790 0.1797 -4.7864 1.2718 0.1577 -0.4804
O -0.1485 -0.6484 -5.9156 -0.5259 0.1715 0.2239
O 2.5019 0.1380 -4.9299 0.0041 -0.0327 -0.1713
H 1.4945 1.7199 -4.2156 -0.4680 0.1611 0.3824
H 1.4764 1.5994 -5.9138 -0.7729 -0.3283 -0.4921
H -0.7951 0.7766 -4.5260 -0.0309 0.2271 -0.6845
H 0.2364 -0.4174 -3.8882 0.1703 -0.2612 0.1937
H 0.7161 -0.9432 -6.2108 0.0762 -0.1975 -0.1223
H 3.1702 0.7858 -4.6947 0.8087 -0.6436 0.0247
C -0.1605 -0.9856 0.1658 1.4926 0.2442 -0.2251
C 0.1451 0.4989 0.0396 -0.6456 1.0130 -0.4913
O 1.5257 0.8999 -0.0900 -0.1295 -1.4136 0.5982
O 0.3158 -1.6962 -0.9817 -0.3081 0.1672 0.3496
H -1.2325 -1.1677 0.2421 -0.0052 0.2767 0.0556
H 0.3446 -1.3279 1.0690 -0.0763 -0.4143 0.1874
H -0.2555 1.0301 0.9030 -0.3401 -0.0649 0.0707
H -0.3478 0.8487 -0.8675 -0.3683 0.1471 0.0220
H 1.5808 1.7237 -0.5798 -0.1247 0.3547 -0.3635
H 1.0854 -1.2187 -1.2999 0.5126 -0.0731 -0.2829
C -3.9840 1.2186 2.7886 -0.8190 -0.9062 -2.5231
C -3.2770 -0.1411 2.7477 0.9616 0.8718 2.1694
O -3.7943 -1.0587 1.8382 -1.1458 -0.1396 -0.4908
O -5.3775 1.1500 3.1909 1.2134 0.2562 0.5136
H -3.9660 1.4783 1.7301 -0.1076 0.6842 -0.2376
H -3.4462 2.0123 3.3072 -0.1728 -0.4585 0.4533
H -3.3314 -0.4351 3.7959 -0.1073 -0.9512 0.1565
H -2.2113 -0.0928 2.5241 0.2513 0.9197 0.1389
H -3.2544 -1.8494 1.9088 -0.0758 -0.1618 -0.0049
H -5.8579 0.5866 2.5798 0.1919 -0.1527 -0.1412
C 1.8850 -4.3782 -2.7967 -0.1798 -0.1440 -1.2967
C 1.5906 -3.1895 -3.7158 0.6169 -0.6399 -0.0205
O 2.2578 -2.0612 -3.2035 -0.3942 0.2844 0.5175
O 1.0809 -4.4033 -1.6480 -0.3174 -0.1399 0.1530
H 2.9361 -4.4182 -2.5111 0.1615 0.2092 -0.1637
H 1.6552 -5.2662 -3.3856 0.0357 -0.2567 0.1443
H 0.5177 -3.0610 -3.8586 -0.3355 0.1695 0.4810
H 1.9588 -3.3563 -4.7281 0.2953 -0.5124 -0.1403
H 2.1089 -1.3535 -3.8349 0.4305 0.4990 -0.0405
H 0.9715 -3.4843 -1.3931 -0.0966 0.6001 0.6401
```
Forces are in eV/Å.

Output
SMILES: OCCO.OCCO.OCCO.OCCO.OCCO.OCCO.OCCO.OCCO.OCCO.OCCO.OCCO
E_LUMO (eV): 0.1021
Net charge: 0
Energy relative to the best compared isomer or geometry (same formula, charge and spin) (kcal per mole): 64.25
Highest occupied orbital energy (eV): -9.72
Electronic energy (a.u.): -2532.84506

Mulliken population analysis, charges in e, atoms 1 to 5: C 0.05; C -0.53; O -0.55; O -0.58; H -0.03